Here is a molecular structure, CEuNO4S2 at a distorted geometry from the Open Molecules 2025 dataset. Energies are from ωB97M-V/def2-TZVPD.

Results
E_tot = -1900.3294 hartree
Expectation value of S² = 15.76
Frontier orbital gap (alpha / beta) = 7.574 / 7.733 eV
Strongest force on any atom = 0.0571 hartree/bohr
LUMO level (alpha / beta) = -4.614 / -4.599 eV

Geometry as ORCA input:
```
! RIJCOSX wB97M-V def2-TZVPD def2/J DEFGRID3
* xyz 1 8
Eu 0.033 -1.700 0.896
N 2.146 1.240 0.062
S 2.714 -0.100 -0.512
O 1.820 -1.331 -0.211
S 0.875 1.693 0.882
O -0.177 0.512 0.968
O -1.944 -1.100 -0.393
C -2.417 -0.027 -0.604
O -3.050 0.813 -1.087
*
```